Entry 1:
DFT (the ωB97M-V functional and the def2-TZVPD basis) results for C4H10O in the gas phase in a non-equilibrium geometry.

As for the relative energy (zero: lowest compared OMol25 entry of this formula, charge and spin): 1.323 eV. The calculation puts the strongest force on any atom at 2.737 eV Å⁻¹. As for the SMILES: CC[C@@H](C)O. As for the total charge: 0. The HOMO energy comes out at -9.9969 eV.

Each atom is followed by the atoms it is bonded to, with distances in Å.
Positions of all 15 atoms, in Å:
1 C -0.3958 -1.7973 -0.8457  C2 1.528, H6 1.097, H7 1.099, H8 1.096
2 C -0.3829 -0.2784 -0.6778  C1 1.528, C3 1.517, H9 1.100, H10 1.125
3 C 0.2907 0.3350 0.5354  C2 1.517, C4 1.518, O5 1.551, H11 1.094
4 C 1.0503 1.6274 0.2983  C3 1.518, H12 1.098, H13 1.096, H14 1.090
5 O -0.9560 0.7787 1.3447  C3 1.551, H15 0.974
6 H -0.5347 -2.2845 0.1270  C1 1.097
7 H 0.4989 -2.2386 -1.3066  C1 1.099
8 H -1.2504 -2.0810 -1.4701  C1 1.096
9 H -0.2080 0.2592 -1.6218  C2 1.100
10 H -1.3187 0.0952 -0.1774  C2 1.125
11 H 0.8462 -0.3782 1.1519  C3 1.094
12 H 2.0521 1.4886 -0.1303  C4 1.098
13 H 0.4830 2.2711 -0.3840  C4 1.096
14 H 1.1456 2.1372 1.2574  C4 1.090
15 H -1.3203 0.0654 1.8990  O5 0.974

Entry 2:
DFT (the ωB97M-V functional and the def2-TZVPD basis) results for a gas-phase ion, C5H13N3 (charge +2) in a non-equilibrium geometry.

As for the relative energy (zero: lowest compared OMol25 entry of this formula, charge and spin): 6.124 eV. The calculation puts the strongest force on any atom at 7.542 eV Å⁻¹. As for the total charge: +2. The HOMO energy (alpha / beta) comes out at -18.8062 / -18.4814 eV.

Each atom is followed by the atoms it is bonded to, with distances in Å.
Positions of all 21 atoms, in Å:
1 C 0.0108 -0.2062 0.2001  N6 1.403, N7 1.512, N8 1.510, H9 1.090
2 C 2.1654 -0.3149 -0.5913  C3 1.478, N6 1.198, H10 1.073
3 C 2.9514 -0.0725 0.6372  C2 1.478, H11 1.175, H12 1.088, H13 1.057
4 C -2.3508 -0.3023 0.7658  N8 1.342, H14 1.150, H15 1.122, H16 1.121
5 C -1.6648 -0.1975 -1.4883  N8 1.298, H17 1.146, H18 1.171, H19 1.142
6 N 0.9875 -0.4090 -0.7866  C1 1.403, C2 1.198
7 N -0.0936 1.2905 0.3858  C1 1.512, H20 1.044, H21 1.024
8 N -1.4358 -0.3186 -0.2164  C1 1.510, C4 1.342, C5 1.298
9 H 0.2066 -0.7451 1.1277  C1 1.090
10 H 2.8114 -0.6167 -1.3936  C2 1.073
11 H 3.4405 0.9921 0.5492  C3 1.175
12 H 3.8647 -0.6624 0.6864  C3 1.088
13 H 2.2893 0.0013 1.4577  C3 1.057
14 H -3.0442 -1.2143 0.6665  C4 1.150
15 H -1.8143 -0.4611 1.7387  C4 1.122
16 H -3.0839 0.5359 0.8983  C4 1.121
17 H -0.8350 0.2020 -2.1694  C5 1.146
18 H -1.5641 -1.3078 -1.8450  C5 1.171
19 H -2.6963 0.2195 -1.7460  C5 1.142
20 H -0.3977 1.5524 1.3496  N7 1.044
21 H 0.2530 2.0348 -0.2262  N7 1.024

Entry 3:
DFT (the ωB97M-V functional and the def2-TZVPD basis) results for a gas-phase ion, C4H5N4O3P (charge -2) in a non-equilibrium geometry.

As for the relative energy (zero: lowest compared OMol25 entry of this formula, charge and spin): 0.000 eV. The calculation puts the strongest force on any atom at 6.480 eV Å⁻¹. As for the SMILES: C=CCc1nnnn1P(=O)([O-])[O-]. As for the total charge: -2. The HOMO energy comes out at -0.6126 eV.

Each atom is followed by the atoms it is bonded to, with distances in Å.
Positions of all 17 atoms, in Å:
1 C -0.2897 -0.8304 0.3814  C4 1.416, N5 1.220, N8 1.693
2 C 3.0128 -0.0171 -0.2347  C3 1.317, H13 1.116, H14 1.203
3 C 1.7331 0.0009 -0.5432  C2 1.317, C4 1.486, H15 1.140
4 C 0.6854 0.1897 0.4940  C1 1.416, C3 1.486, H16 1.122, H17 1.123
5 N -0.2507 -2.0500 0.3948  C1 1.220, N6 1.426
6 N -1.5241 -2.6003 0.0635  N5 1.426, N7 1.286
7 N -2.2887 -1.6422 -0.3244  N6 1.286, N8 1.278
8 N -1.8234 -0.4556 -0.2310  C1 1.693, N7 1.278, P12 1.916
9 O -3.7104 1.4972 -0.4543  P12 1.487
10 O -1.9154 1.5383 1.3466  P12 1.499
11 O -1.2752 1.8750 -1.1407  P12 1.512
12 P -2.2688 1.4039 -0.1035  N8 1.916, O9 1.487, O10 1.499, O11 1.512
13 H 3.8932 -0.1830 -0.8998  C2 1.116
14 H 3.4539 0.1384 0.8739  C2 1.203
15 H 1.2301 -0.0967 -1.5616  C3 1.140
16 H 0.0636 1.1242 0.4918  C4 1.122
17 H 1.2744 0.1078 1.4470  C4 1.123